No. 1
Formula: C5H10AsN9O4S5SeSiTc
Source: the OMol25 dataset
Level of theory: ωB97M-V with the def2-TZVPD basis set

Calculated values
- Energy above the lowest of the compared OMol25 structures with the same formula, charge and spin: 0.0 kcal/mol
- HOMO energy: -5.9 eV
- LUMO level: 0.9 eV
- Charge: -1
- E: -217389.564 eV
- Gap between HOMO and LUMO: 0.250 hartree

Last column: natural (NBO) charge in e.
Element x y z (Å)
Tc -0.99294 -0.15797 1.23405  0.256
N -2.08421 -0.06835 -2.01675  -0.600
C -1.53806 1.09628 -1.51565  0.448
N -1.50205 2.22701 -2.19518  -0.391
N -0.80426 3.06754 -1.39909  -0.103
N -0.45105 2.47885 -0.31227  -0.117
N -0.89969 1.20009 -0.35356  -0.427
C -2.24962 -1.23491 -1.30898  0.469
N -2.97448 -2.24444 -1.73870  -0.385
N -2.83603 -3.19049 -0.77682  -0.077
N -2.08763 -2.77964 0.17055  -0.106
N -1.66441 -1.52045 -0.13812  -0.374
H -2.67058 0.03414 -2.82765  0.426
O -4.07428 1.55050 3.18229  -0.878
S -2.99978 0.80283 2.65585  2.577
O -2.85152 -0.50859 3.60085  -0.840
O -1.63787 1.38495 2.66800  -0.873
O -3.12153 0.26182 1.27890  -0.873
S 1.51850 -2.49908 4.46593  -0.586
As 0.33017 -0.83011 4.32913  0.890
S 0.99839 0.41146 2.34521  0.022
S -1.55867 -1.51820 3.10881  0.485
S -0.09719 0.53354 5.78081  -0.526
C 3.20416 1.57175 -0.57809  -1.147
Si 2.35658 0.04310 -1.20096  1.537
C 3.54055 -1.36699 -1.51598  -1.140
C 1.24617 0.33399 -2.64497  -1.152
Se 1.28351 -0.97326 0.68318  0.193
H 4.00399 1.86931 -1.26073  0.241
H 3.64227 1.40096 0.40684  0.249
H 2.48577 2.38959 -0.49376  0.279
H 4.33853 -1.03737 -2.18656  0.243
H 3.03619 -2.21860 -1.97615  0.249
H 3.99673 -1.71137 -0.58686  0.250
H 1.89051 0.54755 -3.50437  0.245
H 0.59161 1.18990 -2.49272  0.277
H 0.63222 -0.53534 -2.88646  0.259

Atoms 1-2, force components in eV/Å:
-0.74 0.07 -0.56
-0.13 0.05 0.05

No. 2
Formula: C6H7O2S2
Source: the OMol25 dataset
Level of theory: ωB97M-V with the def2-TZVPD basis set

Calculated values
- Energy above the lowest of the compared OMol25 structures with the same formula, charge and spin: 13.6 kcal/mol
- HOMO energy: -3.1 eV
- LUMO level: 2.9 eV
- Charge: -1
- E: -32100.340 eV
- Gap between HOMO and LUMO: 0.221 hartree

Last column: natural (NBO) charge in e.
Element x y z (Å)
C 1.02700 -0.82816 -0.81978  -0.251
C 1.28560 -2.06782 -1.25582  -0.416
C -0.94967 -1.85553 -0.27852  -0.456
C -0.33465 -0.68023 -0.21476  -0.066
C 0.24795 0.93748 1.72378  -0.636
C -0.83879 0.59324 0.34300  -0.445
O -1.55085 3.12168 -0.21503  -1.062
O 0.70112 2.62106 -0.94172  -1.053
S -0.06205 -3.12347 -0.90990  0.358
S -0.68361 2.14578 -0.92870  1.485
H 1.59531 0.04559 -1.03530  0.248
H 2.19844 -2.47469 -1.59935  0.217
H -1.95573 -2.17397 0.13931  0.225
H 1.04072 0.18669 1.50271  0.208
H -0.22469 0.92903 2.70827  0.194
H 0.36193 1.99519 1.42622  0.244
H -1.85803 0.62811 0.35559  0.203

Atoms 1-2, force components in eV/Å:
-2.06 0.67 0.32
-0.84 -0.69 0.81

No. 3
Formula: C5H8IN2O
Source: the OMol25 dataset
Level of theory: ωB97M-V with the def2-TZVPD basis set

Calculated values
- Energy above the lowest of the compared OMol25 structures with the same formula, charge and spin: 89.1 kcal/mol
- HOMO energy: -14.5 eV
- LUMO level: -4.6 eV
- Charge: +1
- E: -18431.291 eV
- Gap between HOMO and LUMO: 0.362 hartree

Last column: natural (NBO) charge in e.
Element x y z (Å)
C 3.23902 -1.35278 -1.24346  -0.082
C 2.88314 -0.01131 -0.94528  -0.070
C -3.04039 0.36530 0.15218  -0.676
C -0.62416 0.35058 1.13615  -0.348
C -1.96089 0.93352 1.07555  -0.180
N 2.15698 -2.12443 -1.13786  -0.045
N 1.62251 -0.06108 -0.59315  -0.157
O 1.17956 -1.31015 -0.75201  -0.145
I -0.55000 2.21179 -0.03221  0.593
H 4.23477 -1.83132 -1.38019  0.258
H 3.42217 0.86280 -0.63569  0.248
H -2.67707 -0.71519 -0.11553  0.250
H -3.23711 0.95335 -0.72277  0.263
H -4.09567 0.23785 0.69409  0.282
H -0.03690 0.50760 2.01103  0.266
H -0.47027 -0.46336 0.43294  0.270
H -2.04571 1.44683 2.05621  0.272

Atoms 1-2, force components in eV/Å:
0.26 -1.61 0.07
-1.10 -1.38 1.41

No. 4
Formula: C5H8NO2S
Source: the OMol25 dataset
Level of theory: ωB97M-V with the def2-TZVPD basis set

Calculated values
- Energy above the lowest of the compared OMol25 structures with the same formula, charge and spin: 47.4 kcal/mol
- HOMO energy: -13.5 eV
- LUMO level: -4.1 eV
- SMILES: O=CC1(C=O)[NH2+]CCS1
- Charge: +1
- E: -21725.618 eV
- Gap between HOMO and LUMO: 0.347 hartree

Last column: natural (NBO) charge in e.
Element x y z (Å)
O -2.64931 1.19769 0.98810  -0.386
C -1.77718 0.43753 1.07165  0.477
C -0.74990 -0.12690 -0.22395  -0.269
C -1.43265 -1.19436 -1.08700  0.417
O -0.98558 -2.27659 -1.09637  -0.484
N 0.53599 -0.78584 0.44017  -0.570
C 1.68517 0.11339 -0.01750  -0.237
C 1.10494 1.54136 -0.25832  -0.559
S -0.31930 1.18746 -1.29445  0.365
H -1.40940 -0.17044 1.91938  0.108
H -2.20317 -0.96380 -1.76122  0.184
H 0.60678 -1.72465 -0.06149  0.479
H 0.60426 -0.90748 1.47516  0.451
H 2.17291 -0.52212 -0.79104  0.249
H 2.38243 0.14541 0.83297  0.235
H 0.70817 1.85116 0.79629  0.241
H 1.72586 2.19819 -0.93239  0.301

Atoms 1-2, force components in eV/Å:
-0.45 0.69 -0.30
2.59 -2.59 -1.21

No. 5
Formula: C4H6N2
Source: the OMol25 dataset
Level of theory: ωB97M-V with the def2-TZVPD basis set

Calculated values
- Energy above the lowest of the compared OMol25 structures with the same formula, charge and spin: 82.1 kcal/mol
- HOMO energy: -8.7 eV
- LUMO level: 1.0 eV
- E: -7222.029 eV
- Gap between HOMO and LUMO: 0.359 hartree

Last column: natural (NBO) charge in e.
Element x y z (Å)
N 0.41856 0.68998 1.63846  -0.807
C 0.04558 0.32883 -0.94060  -0.407
C 0.85617 0.19897 0.38145  -0.031
C 0.30384 -1.02725 -0.14979  -0.013
N -1.14964 -1.17874 0.10792  -0.483
C -1.28712 -0.24873 -0.78543  0.132
H 0.38893 1.70397 1.61473  0.359
H 0.41442 0.89118 -1.79250  0.234
H 1.91886 0.31228 0.15875  0.216
H 0.77770 -1.90525 -0.56608  0.238
H -0.53221 0.33950 1.75423  0.375
H -2.15510 -0.10473 -1.42114  0.186

Atoms 1-2, force components in eV/Å:
-0.19 0.14 0.02
-0.02 -0.09 -0.38

No. 6
Formula: C2H3BrO
Source: the OMol25 dataset
Level of theory: ωB97M-V with the def2-TZVPD basis set

Calculated values
- Energy above the lowest of the compared OMol25 structures with the same formula, charge and spin: 1.4 kcal/mol
- HOMO energy: -10.5 eV
- LUMO level: 0.7 eV
- SMILES: CC(=O)Br
- E: -74212.352 eV
- Gap between HOMO and LUMO: 0.413 hartree

Last column: natural (NBO) charge in e.
Element x y z (Å)
C -0.09971 0.05214 0.18801  -0.714
C -0.97683 0.07956 1.43986  0.540
O -1.79864 0.88621 1.73733  -0.492
Br -0.53865 -1.35797 2.68953  -0.071
H 0.29322 0.99294 -0.18213  0.252
H -0.87832 -0.40959 -0.40611  0.250
H 0.63969 -0.67220 0.28212  0.236

Atoms 1-2, force components in eV/Å:
-2.09 -0.01 0.85
0.70 1.81 0.54

No. 7
Formula: C4H12N2O
Source: the OMol25 dataset
Level of theory: ωB97M-V with the def2-TZVPD basis set

Calculated values
- Energy above the lowest of the compared OMol25 structures with the same formula, charge and spin: 196.7 kcal/mol
- HOMO energy: -9.2 eV
- LUMO level: -0.6 eV
- E: -9362.666 eV
- Gap between HOMO and LUMO: 0.317 hartree

Last column: natural (NBO) charge in e.
Element x y z (Å)
C -0.18867 0.52905 -0.58489  -0.012
C 1.20083 1.19894 -0.19476  -0.465
C 1.94334 0.21741 0.70931  -0.191
O 2.86860 -0.96936 -0.07251  -0.718
N -1.20898 0.90076 0.15351  -0.398
C -2.35451 0.15270 -0.24256  -0.092
N -2.30939 -1.31601 0.37501  -0.842
H -0.11278 0.68341 -1.66189  0.196
H 0.16822 -0.76352 -0.46663  -0.017
H 0.93223 2.09563 0.36946  0.252
H 1.71718 1.42671 -1.12707  0.221
H 1.28608 -0.53639 1.13525  0.238
H 2.50811 0.63540 1.54733  0.215
H 3.09475 -0.05513 0.09055  0.438
H 0.32917 -1.58549 -0.65156  0.133
H -3.27017 0.49947 0.24059  0.191
H -2.43992 -0.01263 -1.32846  0.151
H -3.16907 -1.82030 0.19310  0.360
H -1.55044 -1.70671 -0.18602  0.340

Atoms 1-2, force components in eV/Å:
0.96 6.94 0.26
-1.00 -1.77 0.65